No. 1
The following is a DFT calculation (the ωB97M-V functional and the def2-TZVPD basis) of a 2-piece molecular cluster, C2H4BFO2 overall at a distorted geometry.

Values from the calculation:
* relative energy (zero: lowest compared OMol25 entry of this formula, charge and spin): 36.5 kcal per mole
* spin multiplicity: 3
* HOMO-LUMO gap (alpha / beta): 0.2930 / 0.3257 hartree
* maximum force: 6.32 eV/Å
* E_HOMO (alpha / beta): -7.77 / -9.84 eV
* DFT total energy: -353.6815 Eh

Geometry (Å):
B  -0.791  0.112  0.015
C  0.475  1.025  -0.016
C  2.069  -0.260  0.143
O  -1.990  0.774  -0.191
O  -0.822  -1.249  0.097
F  3.248  0.176  -0.055
H  0.686  2.057  0.058
H  1.631  -1.180  -0.230
H  -2.785  0.134  -0.218
H  -1.720  -1.589  0.396



No. 2
The following is a DFT calculation (the ωB97M-V functional and the def2-TZVPD basis) of a 4-piece molecular cluster, C2H12O3S2 overall.

Values from the calculation:
* relative energy (zero: lowest compared OMol25 entry of this formula, charge and spin): 12.1 kcal per mole
* SMILES: CCSS.O.O.O
* HOMO-LUMO gap: 0.3331 hartree
* maximum force: 0.71 eV/Å
* E_HOMO: -8.72 eV
* DFT total energy: -1105.4823 Eh

Geometry (Å):
C  1.495  1.251  0.832
C  0.191  0.813  1.487
S  -1.335  1.421  0.703
S  -1.833  0.035  -0.773
H  1.454  1.194  -0.263
H  1.716  2.256  1.188
H  2.323  0.596  1.126
H  0.076  -0.262  1.514
H  0.161  1.243  2.487
H  -1.787  0.934  -1.764
H  -0.037  -1.442  -1.013
H  0.433  -2.569  -0.112
O  0.686  -2.076  -0.899
H  1.633  -0.387  -1.979
H  0.760  -0.384  -3.219
O  1.285  0.199  -2.659
H  2.143  -1.831  1.031
H  1.928  -2.725  2.312
O  1.754  -1.866  1.912



No. 3
The following is a DFT calculation (the ωB97M-V functional and the def2-TZVPD basis) of a 2-piece molecular cluster, C3H7Cl3NPSi overall at a distorted geometry.

Values from the calculation:
* relative energy (zero: lowest compared OMol25 entry of this formula, charge and spin): 43.8 kcal per mole
* HOMO-LUMO gap (alpha / beta): 0.2507 / 0.2462 hartree
* maximum force: 4.66 eV/Å
* E_HOMO (alpha / beta): -7.16 / -7.15 eV
* DFT total energy: -2184.5732 Eh

Geometry (Å):
C  1.136  1.893  -0.030
C  0.507  -0.612  -2.187
C  -1.380  0.315  0.311
N  0.130  -2.097  2.870
Si  0.526  0.126  -0.423
P  -0.042  -2.570  1.452
Cl  -1.650  0.765  2.010
Cl  -2.108  -1.314  -0.044
Cl  -2.222  1.519  -0.612
H  0.402  2.567  -0.404
H  1.179  1.832  1.066
H  2.157  2.130  -0.329
H  -0.042  -1.495  -2.118
H  0.022  0.281  -2.745
H  1.607  -0.673  -2.516
H  -0.221  -2.666  3.698



No. 4
The following is a DFT calculation (the ωB97M-V functional and the def2-TZVPD basis) of a 6-piece molecular cluster, C5H21N2O6 overall at a distorted geometry.

Values from the calculation:
* relative energy (zero: lowest compared OMol25 entry of this formula, charge and spin): 14.2 kcal per mole
* HOMO-LUMO gap: 0.2956 hartree
* maximum force: 2.83 eV/Å
* net charge: -1
* E_HOMO: -4.84 eV
* DFT total energy: -764.0527 Eh

Geometry (Å):
C  1.457  1.007  -0.108
O  2.733  0.400  -0.056
C  0.279  -0.050  -0.478
C  0.279  -1.185  0.614
C  -1.047  -1.872  0.731
C  -2.162  -1.246  1.109
N  -3.366  -2.014  1.242
N  0.437  -0.489  -1.833
H  1.400  1.651  -1.001
H  1.342  1.402  0.907
H  -0.725  0.430  -0.370
H  0.614  -0.748  1.538
H  1.107  -1.826  0.300
H  -0.969  -2.946  0.563
H  -2.069  -0.220  1.477
H  -3.231  -2.966  0.956
H  -4.216  -1.548  0.984
H  0.408  -1.496  -1.976
H  1.375  -0.262  -2.162
H  0.795  0.243  3.004
H  0.996  1.384  3.878
O  0.272  0.822  3.584
H  -4.162  1.051  -0.954
H  -3.391  2.038  -2.197
O  -4.049  1.805  -1.528
H  -0.719  1.871  -2.141
H  -1.565  0.979  -3.016
O  -1.546  1.869  -2.646
H  3.267  0.390  -1.463
H  4.029  -0.403  -2.614
O  3.273  0.179  -2.494
H  2.763  0.055  1.281
H  3.442  -0.855  2.409
O  2.757  -0.180  2.381



No. 5
The following is a DFT calculation (the ωB97M-V functional and the def2-TZVPD basis) of a 14-piece molecular cluster, C40H114N6O14 overall at a distorted geometry.

Values from the calculation:
* relative energy (zero: lowest compared OMol25 entry of this formula, charge and spin): 105.8 kcal per mole
* HOMO-LUMO gap: 0.3431 hartree
* maximum force: 3.27 eV/Å
* E_HOMO: -8.81 eV
* DFT total energy: -2973.9917 Eh

Geometry (Å):
C  2.624  0.547  -4.898
C  2.167  -0.192  -6.135
O  1.511  0.695  -7.010
H  1.779  0.675  -4.221
H  2.921  1.560  -5.169
H  3.433  0.024  -4.387
H  1.615  -1.109  -5.926
H  3.025  -0.495  -6.734
H  1.161  0.265  -7.794
C  0.543  0.247  -0.654
C  -0.682  -0.233  0.193
O  -0.704  -1.610  0.236
H  0.678  1.320  -0.515
H  0.446  0.035  -1.719
H  1.462  -0.254  -0.349
H  -1.682  0.008  -0.169
H  -0.591  0.154  1.207
H  0.178  -1.874  0.506
C  0.932  4.202  -2.005
C  0.226  3.107  -2.724
O  -0.574  3.666  -3.737
H  1.593  4.692  -2.719
H  1.588  3.895  -1.191
H  0.189  4.887  -1.596
H  -0.315  2.579  -1.938
H  0.934  2.342  -3.040
H  -1.323  4.137  -3.364
C  -4.608  -1.373  2.468
C  -3.710  -0.203  2.546
O  -4.287  0.736  3.450
H  -4.852  -1.636  3.497
H  -4.027  -2.207  2.074
H  -5.443  -1.143  1.806
H  -3.624  0.318  1.593
H  -2.685  -0.430  2.839
H  -4.971  1.143  2.913
C  1.536  -2.844  -3.009
C  0.682  -3.842  -3.765
O  0.554  -3.638  -5.151
H  2.592  -3.098  -3.101
H  1.234  -2.881  -1.962
H  1.316  -1.865  -3.434
H  -0.334  -3.747  -3.382
H  1.048  -4.859  -3.621
H  0.152  -4.442  -5.488
C  -4.767  -2.468  -2.460
C  -3.365  -2.257  -2.078
O  -3.321  -2.323  -0.679
H  -5.425  -1.785  -1.923
H  -5.092  -3.492  -2.274
H  -4.833  -2.327  -3.539
H  -2.954  -1.278  -2.326
H  -2.709  -3.059  -2.417
H  -2.473  -2.054  -0.316
C  5.361  1.297  -1.962
C  4.086  2.124  -1.855
O  4.348  3.335  -1.167
H  5.818  1.047  -1.004
H  6.097  1.915  -2.477
H  5.157  0.403  -2.552
H  3.286  1.563  -1.372
H  3.586  2.286  -2.810
H  4.742  4.016  -1.717
C  3.838  -1.507  -0.055
C  3.205  -2.662  0.742
O  1.806  -2.489  0.671
H  4.914  -1.513  -0.233
H  3.650  -0.545  0.422
H  3.396  -1.449  -1.050
H  3.663  -2.721  1.729
H  3.327  -3.637  0.271
H  1.486  -2.597  1.570
C  -2.841  -0.130  -7.604
C  -1.925  -0.767  -6.532
C  -2.682  -1.133  -5.207
O  -3.240  0.004  -4.519
C  -2.304  0.992  -4.162
N  -1.366  -2.006  -7.143
H  -2.316  -0.047  -8.556
H  -3.075  0.882  -7.273
H  -3.682  -0.776  -7.857
H  -1.089  -0.107  -6.299
H  -2.052  -1.621  -4.463
H  -3.446  -1.870  -5.454
H  -2.782  1.732  -3.521
H  -1.918  1.495  -5.049
H  -1.488  0.494  -3.640
H  -0.831  -1.754  -7.962
H  -0.583  -2.243  -6.550
C  -0.865  -3.317  3.359
C  0.080  -2.239  3.982
C  0.106  -2.175  5.509
O  1.072  -1.222  5.831
C  0.990  -0.865  7.155
N  1.421  -2.567  3.575
H  -1.929  -3.087  3.423
H  -0.777  -4.340  3.723
H  -0.587  -3.463  2.315
H  -0.165  -1.260  3.569
H  0.316  -3.169  5.902
H  -0.910  -1.936  5.823
H  1.738  -0.114  7.410
H  1.231  -1.604  7.920
H  -0.020  -0.557  7.422
H  1.643  -3.499  3.895
H  1.878  -2.051  4.314
C  3.670  5.266  1.698
C  4.096  3.848  2.194
C  2.934  2.826  1.938
O  3.496  1.586  2.454
C  2.602  0.666  2.932
N  5.323  3.465  1.623
H  4.561  5.877  1.845
H  2.899  5.787  2.267
H  3.504  5.175  0.625
H  4.177  3.960  3.275
H  2.605  2.761  0.901
H  2.107  3.043  2.614
H  3.020  -0.338  3.004
H  1.727  0.620  2.283
H  2.403  0.993  3.952
H  5.402  2.458  1.650
H  5.256  3.700  0.643
C  -1.382  -9.111  -0.776
C  -1.869  -7.942  -1.661
C  -0.850  -6.763  -1.711
O  -0.734  -6.093  -0.434
C  0.157  -5.014  -0.410
N  -2.034  -8.527  -2.979
H  -1.048  -8.672  0.165
H  -0.503  -9.581  -1.217
H  -2.141  -9.826  -0.460
H  -2.854  -7.691  -1.268
H  -1.138  -6.042  -2.476
H  0.104  -7.193  -2.013
H  1.068  -5.157  -0.992
H  0.407  -4.579  0.558
H  -0.388  -4.278  -0.999
H  -1.222  -9.043  -3.287
H  -2.747  -9.226  -2.830
C  -0.196  7.904  -0.281
C  -0.956  7.328  0.983
C  -0.601  5.883  1.322
O  -1.311  5.053  0.306
C  -1.464  3.642  0.664
N  -0.744  8.211  2.146
H  0.843  7.575  -0.233
H  -0.324  8.986  -0.281
H  -0.710  7.500  -1.153
H  -2.002  7.349  0.676
H  -0.982  5.553  2.288
H  0.478  5.745  1.253
H  -1.996  3.107  -0.123
H  -1.969  3.465  1.614
H  -0.456  3.234  0.733
H  -1.365  9.008  2.138
H  -1.026  7.746  2.998
C  -0.845  2.034  4.119
C  -1.423  1.798  5.482
C  -0.709  2.558  6.598
O  -0.735  1.925  7.899
C  -1.985  1.968  8.565
N  -2.786  2.217  5.426
H  -0.988  3.047  3.743
H  -1.279  1.456  3.304
H  0.235  1.919  4.209
H  -1.399  0.724  5.668
H  -0.855  3.638  6.584
H  0.350  2.505  6.342
H  -2.022  1.231  9.368
H  -2.751  1.578  7.895
H  -2.372  2.915  8.940
H  -3.346  1.827  6.171
H  -3.049  1.658  4.628



No. 6
The following is a DFT calculation (the ωB97M-V functional and the def2-TZVPD basis) of a 8-piece molecular cluster, C6H28N2O7 overall at a distorted geometry.

Values from the calculation:
* relative energy (zero: lowest compared OMol25 entry of this formula, charge and spin): 53.6 kcal per mole
* SMILES: C[C@H](N)CC/C=C/N.O.O.O.O.O.O.O
* HOMO-LUMO gap: 0.3414 hartree
* maximum force: 3.35 eV/Å
* E_HOMO: -8.93 eV
* DFT total energy: -881.5031 Eh

Geometry (Å):
C  -2.367  -1.975  -0.683
C  -0.990  -1.321  -0.796
C  -0.003  -2.335  -0.116
C  0.265  -1.791  1.302
N  1.384  1.556  2.876
C  0.694  0.314  2.694
C  0.670  -0.339  1.532
N  -0.770  -1.163  -2.281
H  -3.196  -1.758  -1.372
H  -2.759  -1.704  0.319
H  -2.259  -3.076  -0.767
H  -0.745  -0.317  -0.452
H  0.985  -2.291  -0.593
H  -0.533  -3.303  -0.152
H  1.229  -2.213  1.707
H  -0.471  -2.237  2.000
H  0.746  2.304  2.669
H  1.922  1.526  3.725
H  -0.016  -0.146  3.425
H  1.057  0.048  0.605
H  -0.944  -2.063  -2.743
H  0.231  -1.070  -2.447
H  -3.284  0.160  -2.016
H  -2.110  0.914  -1.523
O  -3.058  1.012  -1.624
H  -2.819  1.068  2.544
H  -1.789  0.537  3.492
O  -2.289  1.336  3.310
H  2.908  0.342  -2.787
H  2.019  1.471  -3.369
O  2.028  0.727  -2.762
H  -1.371  1.826  -3.584
H  -0.266  1.382  -2.481
O  -0.841  2.089  -2.817
H  3.195  -1.571  -0.147
H  3.115  -0.518  1.046
O  3.588  -1.268  0.670
H  3.138  2.385  1.022
H  1.888  1.794  0.582
O  2.840  1.702  0.411
H  -0.369  3.401  0.124
H  -0.445  2.110  -0.704
O  -0.209  2.456  0.162



No. 7
The following is a DFT calculation (the ωB97M-V functional and the def2-TZVPD basis) of C27H32CaN5O7 as an isolated structure.

Values from the calculation:
* relative energy (zero: lowest compared OMol25 entry of this formula, charge and spin): 20.7 kcal per mole
* HOMO-LUMO gap: 0.3106 hartree
* maximum force: 0.95 eV/Å
* net charge: -1
* E_HOMO: -5.84 eV
* DFT total energy: -2526.4430 Eh

Geometry (Å):
Ca  0.435  0.538  0.919
C  0.483  1.614  -3.224
C  0.919  2.447  -2.010
C  2.222  1.994  -1.412
C  3.352  2.799  -1.411
C  4.520  2.315  -0.855
C  4.549  1.026  -0.350
C  3.389  0.278  -0.409
N  2.244  0.755  -0.914
N  -0.276  0.408  -2.883
C  -1.571  0.359  -3.543
C  -2.553  -0.550  -2.843
C  -2.932  -1.770  -3.386
C  -3.800  -2.579  -2.671
C  -4.259  -2.131  -1.444
C  -3.846  -0.881  -0.999
N  -3.025  -0.094  -1.683
C  0.499  -0.816  -3.007
C  0.132  -1.960  -2.080
C  0.099  -3.253  -2.584
C  -0.204  -4.307  -1.740
C  -0.472  -4.032  -0.413
C  -0.393  -2.716  0.013
N  -0.092  -1.695  -0.792
H  1.363  1.343  -3.826
H  -0.133  2.241  -3.872
H  0.104  2.391  -1.280
H  1.013  3.499  -2.288
H  3.287  3.803  -1.809
H  5.401  2.943  -0.809
H  5.440  0.604  0.092
H  3.345  -0.745  -0.042
H  -1.479  0.051  -4.605
H  -1.998  1.361  -3.530
H  -2.519  -2.085  -4.336
H  -4.098  -3.548  -3.054
H  -4.924  -2.730  -0.836
H  -4.193  -0.491  -0.048
H  1.536  -0.566  -2.794
H  0.466  -1.206  -4.043
H  0.294  -3.413  -3.638
H  -0.240  -5.322  -2.117
H  -0.716  -4.808  0.299
H  -0.550  -2.464  1.056
O  -2.136  -0.882  2.159
C  -2.424  -0.033  3.264
C  -1.212  0.628  3.903
N  -0.503  1.578  3.051
C  -1.377  2.639  2.539
C  -2.137  2.286  1.238
O  -3.195  2.841  0.994
O  -1.537  1.402  0.505
C  0.701  2.122  3.695
C  1.658  2.819  2.700
O  2.257  3.819  3.076
O  1.719  2.251  1.554
H  -2.004  -0.297  1.393
H  -2.878  -0.670  4.027
H  -3.182  0.704  2.979
H  -0.495  -0.146  4.184
H  -1.560  1.133  4.823
H  -0.763  3.511  2.301
H  -2.131  2.954  3.273
H  1.246  1.288  4.146
H  0.452  2.852  4.477
C  3.060  -1.567  3.509
C  2.174  -1.767  2.295
O  2.501  -2.565  1.414
O  1.130  -1.019  2.260
H  3.874  -2.290  3.522
H  2.471  -1.642  4.425
H  3.473  -0.556  3.496



No. 8
The following is a DFT calculation (the ωB97M-V functional and the def2-TZVPD basis) of one molecule with the formula C5H7N3 at a distorted geometry.

Values from the calculation:
* relative energy (zero: lowest compared OMol25 entry of this formula, charge and spin): 106.8 kcal per mole
* SMILES: C1=NN=C2CNC[C@H]12
* HOMO-LUMO gap: 0.3449 hartree
* maximum force: 5.42 eV/Å
* E_HOMO: -8.93 eV
* DFT total energy: -358.8481 Eh

Geometry (Å):
C  -0.121  -0.266  1.333
C  1.631  0.040  -0.210
C  0.321  0.251  -0.856
C  -1.935  0.007  -0.949
C  -0.720  0.344  0.042
H  -0.635  -0.049  2.328
H  -0.394  -1.296  0.927
H  1.786  -0.573  1.960
H  2.070  -0.989  -0.516
H  2.164  0.892  -0.580
H  -2.990  -0.002  -0.487
H  -0.891  1.564  0.101
N  1.284  -0.091  1.200
N  -0.059  0.070  -2.119
N  -1.511  0.095  -2.174